The following is a DFT calculation (ωB97M-V with the def2-TZVPD basis set) of a molecular structure, C19H15BF2NO4SbSe4SiTc.

```
! RIJCOSX wB97M-V def2-TZVPD def2/J DEFGRID3
* xyz 1 1
Tc 0.7254 0.9384 1.8055
O 2.6715 0.1911 1.9347
C 3.1893 -0.6263 1.1715
C 2.5616 -1.4365 0.1490
C 3.3485 -2.5037 -0.3123
C 2.8200 -3.4352 -1.1646
C 1.4975 -3.3679 -1.5791
C 0.7154 -2.3159 -1.1527
C 1.2386 -1.3299 -0.3248
O 0.4380 -0.2679 0.0221
N 3.6694 -4.5443 -1.6332
O 4.7998 -4.5903 -1.2033
O 3.1797 -5.3020 -2.4389
H 4.2568 -0.8224 1.3146
H 4.3739 -2.6143 0.0169
H 1.0999 -4.1348 -2.2289
H -0.3166 -2.2434 -1.4658
Se -3.0075 0.0542 6.2140
Sb -0.9230 0.9509 6.7155
Se 0.2915 1.5608 3.9386
Se 0.9240 -0.2150 5.3971
Se -0.1161 2.6897 8.0077
F 2.1091 2.9886 0.2520
B 1.3862 2.8332 1.3734
F 1.1745 3.9507 2.0618
C -2.4644 -1.5085 -4.3623
C -1.1503 -1.0972 -4.5502
C -0.5177 -0.3451 -3.5725
C -1.1913 -0.0063 -2.3948
C -2.5175 -0.4129 -2.2244
C -3.1505 -1.1626 -3.2042
Si -0.2764 0.8936 -1.0781
C -1.1347 1.8725 0.2568
C -1.7779 1.2709 1.3547
C -2.4534 2.0680 2.2948
C -2.4915 3.4339 2.1455
C -1.8667 4.0415 1.0493
C -1.1956 3.2805 0.1250
H -2.9599 -2.0906 -5.1281
H -0.6247 -1.3526 -5.4606
H 0.5035 -0.0152 -3.7318
H -3.0632 -0.1396 -1.3276
H -4.1790 -1.4705 -3.0707
H 0.8679 1.6277 -1.6328
H -1.8925 0.1933 1.4140
H -2.9468 1.5918 3.1326
H -3.0135 4.0413 2.8726
H -1.9059 5.1166 0.9363
H -0.7056 3.7619 -0.7145
*
```

Computed properties:
electronic energy = -11529.4056 hartree
orbital gap = 6.53 eV

Atom charges from the Löwdin analysis, given in e for atoms 1 to 4:
1 Tc 0.8971
2 O -0.0944
3 C -0.1058
4 C -0.0848